# 1
55
Properties=species:S:1:pos:R:3:forces:R:3:nbo_charge:R:1 method="wB97M-V/def2-TZVPD" fmax_ha_per_bohr=0.0045 charge=0 total_energy_ha=-2639.7731 relative_energy_ev=1.1423 lumo_ev=-0.62
Pt 1.0859 1.2808 2.0152 0.11 0.11 -0.18 0.85
Cl 4.7332 -2.9175 -2.2547 0.00 0.00 0.00 -0.01
C 3.3743 -2.2690 -1.3795 0.03 0.04 0.00 -0.09
C 2.1824 -2.9389 -1.3868 -0.05 -0.04 0.00 -0.22
C 1.0682 -2.4334 -0.7187 0.03 -0.05 0.03 -0.27
I -0.7113 -3.5130 -0.7535 0.02 -0.07 0.06 0.14
C 1.0629 -1.2074 -0.0260 0.12 0.04 0.08 0.33
O 0.0449 -0.6811 0.4937 -0.06 -0.07 0.03 -0.78
C 2.3804 -0.5658 0.0469 -0.14 -0.02 0.02 0.16
N 2.5131 0.5591 0.8146 -0.03 0.05 0.13 -0.40
C 3.6660 1.2055 0.8907 0.00 -0.04 -0.05 0.06
C 4.8000 0.7747 0.2016 0.03 0.02 0.00 -0.26
C 4.7247 -0.3577 -0.5556 0.00 0.01 0.00 -0.11
C 3.5119 -1.0712 -0.6460 -0.01 -0.01 0.00 -0.11
H 2.1045 -3.8736 -1.9260 0.00 0.00 0.00 0.24
H 3.6896 2.0821 1.5213 0.00 0.00 0.00 0.23
H 5.7172 1.3380 0.2922 0.00 0.00 0.00 0.23
H 5.5897 -0.7260 -1.0889 0.00 0.00 0.00 0.24
C -2.1659 -0.7748 3.0543 -0.05 0.02 -0.02 -0.62
C -3.2323 -1.2367 2.0658 0.00 -0.01 -0.01 -0.39
C -3.1720 -0.5597 0.6951 0.03 0.00 0.02 -0.43
C -3.2597 0.9660 0.7719 -0.01 0.05 -0.02 -0.23
N -1.9657 1.6300 0.9294 0.05 0.00 -0.01 -0.56
C -1.1107 1.8966 -0.0459 -0.15 -0.01 0.03 0.42
S 0.4395 2.6261 0.3188 0.01 0.01 0.02 -0.10
N -1.4652 1.7151 -1.3091 0.01 0.03 0.01 -0.58
C -0.6128 1.9404 -2.4803 -0.01 -0.01 0.00 -0.22
C 0.2943 0.7583 -2.7950 0.00 0.00 -0.03 -0.41
C -0.4474 -0.5672 -2.9328 -0.02 0.05 -0.05 -0.42
C -1.5360 -0.5684 -4.0001 0.00 0.01 0.01 -0.61
H -2.1983 -1.3702 3.9668 0.01 0.00 -0.01 0.22
H -2.3173 0.2627 3.3680 0.01 -0.02 -0.02 0.18
H -1.1711 -0.8685 2.6181 0.04 0.01 -0.02 0.23
H -4.2259 -1.0751 2.4981 -0.01 -0.01 0.00 0.19
H -3.1341 -2.3132 1.9106 0.00 -0.01 0.00 0.21
H -4.0012 -0.9250 0.0831 0.00 0.01 0.00 0.21
H -2.2408 -0.8359 0.1942 -0.01 -0.01 0.01 0.25
H -3.8686 1.2742 1.6231 0.01 0.01 0.00 0.22
H -3.7516 1.3901 -0.1074 -0.01 -0.01 0.00 0.19
H -1.6301 1.7846 1.8680 0.02 -0.01 0.01 0.43
H -2.3559 1.2759 -1.4800 0.01 -0.02 0.00 0.41
H -0.0315 2.8450 -2.3165 0.01 0.00 0.00 0.22
H -1.2900 2.1403 -3.3106 0.00 0.01 0.00 0.21
H 1.0482 0.6734 -2.0090 -0.01 0.02 -0.01 0.22
H 0.8240 0.9945 -3.7234 0.00 0.00 0.00 0.21
H -0.8711 -0.8413 -1.9631 -0.01 0.06 -0.06 0.22
H 0.2821 -1.3469 -3.1604 -0.02 0.02 -0.01 0.22
H -2.3543 0.1184 -3.7642 0.00 0.00 0.00 0.18
H -1.9739 -1.5615 -4.1014 0.00 0.00 0.00 0.22
H -1.1389 -0.2763 -4.9752 0.00 0.00 0.00 0.20
F -0.2458 0.5829 5.4921 0.00 -0.01 0.02 -0.52
B 0.6254 1.2346 4.7005 -0.01 -0.23 -0.01 1.36
F 1.4578 2.1188 5.2866 -0.05 0.07 -0.01 -0.52
F -0.1530 1.9295 3.6032 0.08 0.01 -0.14 -0.54
F 1.4121 0.2781 3.8862 0.01 0.06 0.16 -0.54



# 2
64
Properties=species:S:1:pos:R:3:forces:R:3:nbo_charge:R:1 method="wB97M-V/def2-TZVPD" fmax_ha_per_bohr=0.0172 charge=0 total_energy_ha=-1412.7462 smiles="CC(C)n1cc(CN2CCC(n3nccc3NC(=O)CCOc3ccccc3)CC2)cn1" relative_energy_ev=2.8366 lumo_ev=0.66
C 8.3684 0.9140 -0.0226 -0.08 -0.27 0.08 -0.61
C 7.5576 -0.0286 0.8650 0.47 0.28 0.29 -0.04
C 7.2176 0.6166 2.2079 0.06 -0.23 -0.16 -0.61
N 6.3519 -0.4478 0.1903 -0.37 -0.03 -0.25 -0.16
C 5.3385 0.3183 -0.2569 -0.28 -0.13 -0.16 -0.07
C 4.4024 -0.5295 -0.8136 0.11 -0.02 -0.04 -0.08
C 3.0964 -0.1633 -1.4365 0.07 0.11 0.02 -0.25
N 2.3422 0.7122 -0.5507 0.17 0.15 -0.07 -0.45
C 1.9233 0.0758 0.6834 -0.15 -0.14 0.16 -0.23
C 0.7418 -0.8887 0.5146 0.10 0.26 -0.03 -0.42
C -0.4291 -0.1447 -0.1186 0.61 0.21 -0.10 -0.07
N -1.5431 -1.0445 -0.3359 -0.63 0.22 -0.05 -0.15
N -1.3631 -2.3621 -0.3135 0.50 -0.63 0.21 -0.27
C -2.5174 -2.9101 -0.6377 -0.05 0.29 -0.11 -0.05
C -3.4819 -1.9324 -0.8898 0.09 0.34 0.03 -0.36
C -2.8157 -0.7390 -0.6784 -0.22 -0.52 0.09 0.29
N -3.3294 0.5522 -0.8451 0.03 -0.14 -0.37 -0.62
C -3.2439 1.5865 0.0364 -0.10 0.42 -0.25 0.69
O -2.5607 1.5766 1.0375 -0.03 -0.01 0.29 -0.62
C -4.0965 2.7780 -0.3643 -0.33 -0.20 0.21 -0.52
C -5.5417 2.6195 0.1424 0.27 0.45 0.11 -0.06
O -6.2047 1.5249 -0.4468 -0.05 -0.32 -0.16 -0.53
C -6.2387 0.3014 0.1740 -0.22 -0.24 0.00 0.37
C -7.0155 -0.6579 -0.4764 0.09 0.23 -0.04 -0.30
C -7.1230 -1.9343 0.0362 0.02 0.00 0.01 -0.19
C -6.4559 -2.2756 1.2021 0.00 -0.12 0.10 -0.25
C -5.6862 -1.3259 1.8463 -0.08 -0.09 -0.01 -0.16
C -5.5733 -0.0394 1.3444 0.00 0.34 -0.05 -0.34
C 0.0198 0.4784 -1.4442 0.14 0.18 0.23 -0.42
C 1.2300 1.3865 -1.1813 -0.21 -0.01 -0.19 -0.21
C 4.9602 -1.8064 -0.6454 -0.06 0.39 -0.03 -0.08
N 6.1327 -1.7364 -0.0436 0.48 -0.71 0.21 -0.27
H 7.8251 1.8400 -0.1952 -0.04 0.13 -0.02 0.20
H 8.5718 0.4461 -0.9828 0.03 -0.01 -0.09 0.22
H 9.3144 1.1521 0.4559 0.10 0.06 0.05 0.21
H 8.1233 -0.9511 1.0343 -0.16 0.14 -0.07 0.23
H 6.6458 1.5296 2.0596 -0.05 0.12 0.00 0.20
H 6.6285 -0.0667 2.8147 -0.05 -0.04 0.07 0.22
H 8.1300 0.8612 2.7448 0.09 0.06 0.07 0.21
H 5.3256 1.3832 -0.1530 0.02 0.27 0.07 0.22
H 3.2805 0.3941 -2.3620 -0.13 -0.10 0.02 0.20
H 2.5600 -1.0880 -1.7021 0.03 0.05 -0.08 0.18
H 1.6397 0.8727 1.3790 0.04 -0.03 0.08 0.19
H 2.7801 -0.4552 1.1020 -0.07 0.06 0.08 0.22
H 0.4476 -1.2890 1.4842 0.01 -0.09 0.02 0.22
H 1.0219 -1.7295 -0.1197 0.00 -0.04 0.06 0.22
H -0.7623 0.6490 0.5599 0.06 -0.22 -0.15 0.24
H -2.6178 -3.9761 -0.6784 0.02 -0.23 0.00 0.21
H -4.5075 -2.0622 -1.1668 -0.27 0.04 0.00 0.23
H -4.0776 0.5993 -1.5241 0.15 0.12 0.07 0.42
H -4.1085 2.8900 -1.4494 -0.02 0.05 0.00 0.22
H -3.6720 3.6738 0.0889 0.05 -0.06 -0.03 0.24
H -6.1166 3.5005 -0.1622 0.11 -0.12 0.13 0.20
H -5.5560 2.5585 1.2344 -0.04 0.01 -0.08 0.19
H -7.5254 -0.3738 -1.3841 -0.07 0.04 -0.09 0.22
H -7.7272 -2.6664 -0.4789 -0.06 -0.05 -0.04 0.22
H -6.5325 -3.2753 1.6006 0.00 -0.09 0.04 0.22
H -5.1555 -1.5814 2.7509 0.06 -0.02 0.07 0.22
H -4.9510 0.6674 1.8701 0.08 0.08 0.02 0.23
H 0.2898 -0.3150 -2.1447 -0.06 -0.06 -0.04 0.20
H -0.7889 1.0644 -1.8856 -0.03 -0.02 -0.05 0.21
H 0.9195 2.1969 -0.5124 -0.02 0.06 -0.07 0.19
H 1.5751 1.8322 -2.1176 -0.02 0.05 0.05 0.20
H 4.5570 -2.7552 -0.9395 -0.08 -0.23 -0.05 0.21



# 3
20
Properties=species:S:1:pos:R:3:forces:R:3:nbo_charge:R:1 method="wB97M-V/def2-TZVPD" fmax_ha_per_bohr=0.0435 charge=0 total_energy_ha=-345.3112 smiles=Cc1c[nH]cn1.CC relative_energy_ev=0.4545 lumo_ev=0.86
C 2.3415 -3.1340 0.5271 -0.08 -0.64 -0.50 -0.63
C 1.7653 -1.9262 -0.1137 -1.41 0.94 1.46 0.08
C 2.1074 -0.6151 0.0304 0.86 -0.17 -0.07 -0.10
N 1.1271 0.1487 -0.5464 -0.45 -0.39 0.13 -0.54
C 0.1338 -0.7354 -0.9011 0.21 0.07 0.63 0.17
N 0.4483 -1.9487 -0.5668 0.62 -0.80 -1.34 -0.46
H 1.6075 -3.5373 1.2267 0.15 0.12 0.21 0.23
H 3.2985 -2.9698 1.0152 -0.04 0.15 0.07 0.21
H 2.4710 -3.9307 -0.2094 0.15 0.05 -0.06 0.22
H 2.9242 -0.1657 0.5658 0.23 0.06 -0.23 0.21
H 1.0225 1.1248 -0.3404 -0.11 0.11 -0.34 0.42
H -0.8041 -0.4792 -1.3584 0.03 0.31 -0.02 0.20
C -1.6667 1.8786 0.2481 -0.69 -1.18 -0.45 -0.61
C -2.9314 2.6639 -0.0770 0.30 1.31 0.50 -0.61
H -0.8326 2.1746 -0.3803 0.21 0.43 0.28 0.19
H -1.4309 1.8384 1.3087 0.22 0.43 0.01 0.21
H -1.8210 0.8299 -0.0062 -0.06 -0.05 -0.05 0.21
H -2.8974 3.1371 -1.0581 -0.01 -0.33 -0.18 0.21
H -3.8661 2.1294 0.0273 -0.02 -0.38 -0.02 0.21
H -2.9970 3.5166 0.6086 -0.11 -0.05 -0.03 0.20



# 4
113
Properties=species:S:1:pos:R:3:forces:R:3:lowdin_charge:R:1 method="wB97M-V/def2-TZVPD" fmax_ha_per_bohr=0.0749 charge=+1 total_energy_ha=-2883.7016 relative_energy_ev=1.2808 lumo_ev=-3.04
Sr -0.0221 -0.3314 -0.9298 -0.78 1.69 3.37 1.55
C -2.6716 2.9554 -1.0780 0.13 0.04 0.05 -0.02
C -1.4692 3.6309 -0.4812 -0.02 -0.21 0.04 -0.20
C -1.1655 4.9481 -0.7968 0.03 0.06 0.03 -0.03
C -0.0582 5.5752 -0.2509 0.01 0.01 0.00 -0.06
C 0.7597 4.8804 0.6224 -0.01 0.04 0.00 -0.04
C 0.4928 3.5595 0.9608 0.01 -0.17 0.05 -0.21
C 1.4144 2.8245 1.9007 -0.06 0.07 -0.12 -0.02
C -0.6268 2.9366 0.3968 0.03 0.52 -0.06 -0.22
N -0.8768 1.5614 0.6912 -0.22 -0.15 0.33 0.06
C -1.5893 1.2332 1.6977 0.01 0.53 -0.15 -0.26
C -2.2596 2.2238 2.6076 0.04 -0.05 -0.05 0.01
C -1.7241 -0.2237 2.0617 0.01 -0.57 0.07 -0.26
C -2.7352 -0.5943 3.1085 0.04 -0.01 0.00 0.01
N -0.9350 -1.0606 1.5065 -0.05 0.44 0.08 0.07
C -0.8403 -2.3975 1.9933 -0.06 -0.43 0.24 -0.20
C -0.1796 -2.6402 3.2082 0.08 0.14 -0.09 -0.20
C 0.3961 -1.5495 4.0815 -0.09 -0.10 -0.05 -0.03
C -0.0382 -3.9539 3.6415 0.00 0.02 -0.03 -0.04
C -0.5501 -5.0087 2.9091 0.02 -0.02 0.01 -0.06
C -1.2046 -4.7543 1.7167 -0.01 -0.03 0.04 -0.03
C -1.3511 -3.4595 1.2375 -0.04 0.13 -0.03 -0.19
C -2.0635 -3.2302 -0.0664 0.14 0.00 0.03 -0.02
H -3.2860 3.6633 -1.6306 0.00 -0.01 -0.03 0.09
H -3.2931 2.4923 -0.3093 -0.05 -0.02 -0.02 0.07
H -2.3551 2.1748 -1.7712 -0.11 -0.06 -0.03 0.05
H -1.8129 5.4902 -1.4750 -0.02 -0.03 0.00 0.12
H 0.1632 6.6046 -0.4996 0.00 -0.01 -0.01 0.11
H 1.6230 5.3681 1.0587 -0.01 0.00 0.01 0.12
H 1.9908 3.5307 2.4956 0.01 0.00 0.01 0.09
H 2.1173 2.2095 1.3332 0.00 -0.01 0.08 0.07
H 0.8656 2.1733 2.5826 0.06 -0.02 0.04 0.07
H -1.9812 3.2396 2.3427 -0.01 0.02 0.02 0.09
H -1.9868 2.0351 3.6469 -0.02 0.00 0.01 0.10
H -3.3450 2.1292 2.5362 0.00 -0.02 0.02 0.10
H -3.6992 -0.1332 2.8932 0.02 0.04 -0.01 0.09
H -2.4196 -0.2523 4.0967 -0.01 0.02 0.00 0.10
H -2.8620 -1.6729 3.1476 0.00 -0.01 0.00 0.10
H 0.3673 -0.5674 3.6103 0.03 0.02 0.03 0.06
H 1.4275 -1.7934 4.3445 -0.03 0.00 0.05 0.07
H -0.1601 -1.4892 5.0191 0.02 0.08 0.01 0.09
H 0.4825 -4.1356 4.5743 -0.01 -0.03 -0.01 0.12
H -0.4419 -6.0240 3.2664 0.00 0.01 0.00 0.11
H -1.6225 -5.5726 1.1427 0.01 0.01 -0.01 0.12
H -1.3944 -3.4490 -0.9025 -0.06 0.00 -0.03 0.08
H -2.4113 -2.2039 -0.1613 -0.06 0.01 -0.01 0.04
H -2.9366 -3.8764 -0.1522 -0.02 0.01 -0.01 0.10
O 0.3721 -2.2497 -2.0594 0.33 -1.15 -0.69 -0.15
C -0.1213 -1.6062 -3.0140 -0.10 -0.79 -1.41 -0.74
O -0.0394 -0.3448 -3.1028 0.65 -0.01 -2.21 -0.28
C -1.0384 -2.2580 -4.0063 -0.27 0.17 0.21 -0.14
C -0.6602 -3.2336 -4.9135 0.09 0.04 0.08 -0.01
C -1.5736 -3.6612 -5.8645 0.04 -0.02 -0.05 -0.06
C -2.8504 -3.1177 -5.9075 -0.06 -0.03 -0.05 -0.06
C -3.2411 -2.1694 -4.9742 0.10 -0.02 0.07 -0.08
C -2.3436 -1.7515 -3.9950 0.10 -0.01 -0.03 -0.29
P -2.7794 -0.5624 -2.6674 -1.05 -0.27 -0.15 1.11
C -3.5680 0.7470 -3.6833 0.12 0.09 0.10 -0.37
C -2.7725 1.3477 -4.6613 0.00 -0.02 0.05 -0.09
C -3.2717 2.3907 -5.4241 0.05 -0.01 -0.01 -0.07
C -4.5657 2.8486 -5.2142 -0.04 0.04 0.00 -0.08
C -5.3595 2.2555 -4.2449 -0.02 0.03 0.00 -0.08
C -4.8640 1.2098 -3.4771 0.07 -0.06 -0.01 -0.08
C -4.2424 -1.3053 -1.8275 0.14 0.12 0.06 -0.38
C -4.6038 -0.6498 -0.6462 0.01 -0.01 -0.08 -0.14
C -5.6695 -1.0871 0.1221 0.03 0.01 0.06 -0.08
C -6.3845 -2.2099 -0.2716 -0.01 -0.01 -0.01 -0.07
C -6.0186 -2.8856 -1.4254 -0.04 -0.04 0.02 -0.07
C -4.9534 -2.4411 -2.1990 0.08 0.03 0.04 -0.07
H 0.3449 -3.6352 -4.8875 -0.01 0.01 -0.03 0.12
H -1.2784 -4.4032 -6.5948 -0.02 -0.01 0.02 0.11
H -3.5451 -3.4380 -6.6733 0.00 0.01 0.01 0.11
H -4.2330 -1.7366 -5.0174 -0.03 -0.03 0.00 0.12
H -1.7615 0.9872 -4.8172 0.01 0.03 -0.04 0.11
H -2.6515 2.8460 -6.1855 0.00 0.00 0.01 0.11
H -4.9544 3.6665 -5.8070 0.00 -0.02 -0.01 0.11
H -6.3724 2.6032 -4.0859 0.01 0.00 0.00 0.11
H -5.4931 0.7502 -2.7263 -0.03 0.01 -0.01 0.10
H -4.0312 0.2217 -0.3393 -0.03 0.03 0.05 0.08
H -5.9388 -0.5661 1.0330 -0.01 0.03 -0.03 0.10
H -7.2197 -2.5571 0.3223 0.01 -0.02 0.00 0.11
H -6.5679 -3.7684 -1.7268 0.02 0.00 -0.01 0.11
H -4.6683 -3.0016 -3.0772 -0.02 0.00 -0.06 0.10
C 8.7190 3.5166 0.9579 0.00 -0.07 0.04 -0.05
C 7.9980 2.3981 1.6595 0.03 0.03 -0.03 -0.28
C 6.6876 2.5329 2.0975 0.03 -0.02 -0.01 -0.03
C 6.0347 1.5082 2.7693 -0.01 -0.05 0.07 -0.02
C 6.6913 0.3072 3.0039 -0.01 0.15 -0.01 -0.27
N 6.1098 -0.7805 3.7068 0.19 -0.02 -0.10 0.14
C 4.8064 -1.0641 3.9837 -0.23 -0.06 -0.03 -0.51
O 4.4629 -1.7158 4.9476 0.07 0.08 -0.02 0.09
N 3.8284 -0.5621 3.1102 0.01 0.11 0.14 0.14
C 3.7684 -0.6104 1.7234 0.11 0.00 -0.29 -0.20
C 4.8291 -0.9045 0.8643 -0.12 -0.03 0.05 0.03
C 4.6027 -0.8894 -0.5021 -0.02 0.02 0.03 -0.02
C 3.3410 -0.5991 -0.9897 0.13 -0.03 -0.09 -0.13
N 2.3172 -0.3381 -0.1757 0.83 -0.01 0.25 -0.08
C 2.5314 -0.3511 1.1345 0.03 -0.01 0.16 -0.10
C 8.0053 0.1572 2.5669 -0.03 -0.06 -0.01 -0.02
C 8.6462 1.1904 1.9091 -0.04 0.01 0.01 -0.03
H 8.0625 4.3683 0.7889 0.01 0.01 -0.01 0.08
H 9.1076 3.1829 -0.0051 0.00 0.04 -0.01 0.08
H 9.5685 3.8533 1.5542 0.00 0.04 -0.02 0.09
H 6.1639 3.4663 1.9285 0.00 0.00 0.00 0.11
H 5.0246 1.6576 3.1221 -0.02 -0.01 0.02 0.11
H 6.7452 -1.2972 4.2947 -0.05 -0.03 0.09 0.16
H 2.9250 -0.5985 3.5564 -0.01 -0.10 0.05 0.11
H 5.8056 -1.1564 1.2484 -0.02 0.01 -0.02 0.11
H 5.4098 -1.1082 -1.1869 -0.01 -0.01 -0.01 0.12
H 3.1330 -0.5918 -2.0530 0.01 0.00 0.01 0.12
H 1.6685 -0.1530 1.7666 0.03 -0.01 -0.02 0.09
H 8.5240 -0.7772 2.7493 0.00 0.01 -0.01 0.12
H 9.6702 1.0581 1.5807 0.00 -0.02 0.02 0.12